Entry 1:
C10H6AlCl2N2O3RuS as an isolated structure at a distorted geometry. Source: the Open Molecules 2025 dataset; level of theory: the ωB97M-V functional and the def2-TZVPD basis.

XYZ file:
```
26
Properties=species:S:1:pos:R:3:forces:R:3:mulliken_charge:R:1
Ru -2.49484 -0.89224 -3.06504 5.567 1.179 2.675 0.6468
Al -0.95977 -0.93084 -0.61035 -0.245 -0.758 -0.099 0.2991
Cl -1.44399 0.89477 -1.83340 -0.106 0.596 -0.548 -0.1471
Cl -0.37746 -2.11017 -2.50240 -0.364 0.551 0.616 -0.1637
C -0.51500 -2.59950 0.52105 1.879 -4.334 2.623 0.3700
C -3.98679 0.10936 -3.32132 -7.615 3.808 -2.081 0.3230
C -3.18666 -2.32423 -3.94331 -4.562 -6.825 -4.876 0.3353
O -0.27129 -3.57976 1.10048 -1.575 4.412 -2.565 -0.1073
O -4.95059 0.72865 -3.49207 4.038 -2.352 0.862 -0.0645
O -3.65396 -3.22344 -4.50282 2.141 3.646 2.405 -0.0369
N -2.11630 1.62534 1.10228 3.792 -0.190 0.471 -0.1635
C -0.77478 1.44125 1.18825 -2.537 -0.133 -0.063 0.6801
N -0.08936 0.41519 0.65416 2.296 -1.749 -0.511 0.1577
C 1.29425 0.42570 0.95885 -3.687 0.502 -0.297 0.7675
C 2.26424 -0.51821 0.57033 0.155 0.061 0.078 -0.3591
C 3.56494 -0.33565 1.06102 -0.052 0.000 -0.058 -0.7864
C 3.89253 0.74372 1.89294 0.332 -0.516 -0.241 -0.5678
C 2.91685 1.68324 2.26339 -0.101 0.891 0.521 -0.2747
C 1.61754 1.51168 1.77887 -2.051 1.742 0.665 0.5497
S 0.17790 2.52343 2.11995 2.635 -0.272 0.392 0.1226
H -2.52469 2.41217 1.56774 -0.574 0.676 0.378 0.2906
H -2.71834 1.00680 0.60142 -0.522 -0.621 -0.414 0.1608
H 1.98481 -1.34734 -0.07192 0.292 -0.079 -0.004 0.4281
H 4.31974 -1.05031 0.78482 0.345 -0.204 -0.046 0.5045
H 4.90109 0.86314 2.26545 0.201 -0.024 0.029 0.5139
H 3.12991 2.52723 2.91163 0.317 -0.007 0.087 0.5213
```
Positions in Å, forces in eV/Å.

- total charge = +4
- multiplicity = 6
- frontier orbital gap (alpha / beta) (eV) = 5.52 / 5.37
- energy relative to the best compared isomer or geometry (same formula, charge and spin) (eV) = 0.0000
- lowest unoccupied orbital energy (alpha / beta) (eV) = -14.650 / -18.785
- F_max (Eh/bohr) = 0.186

Entry 2:
C10H6BaF5N6O4 as an isolated structure at a distorted geometry. Source: the Open Molecules 2025 dataset; level of theory: the ωB97M-V functional and the def2-TZVPD basis.

XYZ file:
```
32
Properties=species:S:1:pos:R:3:forces:R:3:mulliken_charge:R:1
Ba -0.02371 0.59236 -0.91185 -0.196 0.355 0.467 2.1679
O -2.75835 2.84337 2.06864 -0.029 0.028 -0.007 -0.7188
C -1.98510 2.12694 1.44484 0.351 -0.573 0.194 0.2213
O -1.61616 2.18171 0.22877 -0.369 0.060 0.670 -0.7020
C -1.29572 0.97066 2.26901 0.016 0.018 0.131 0.2379
C -1.40353 0.83515 3.65023 -0.106 0.043 -0.137 -0.3753
C -0.66912 -0.16497 4.27022 0.035 -0.048 0.141 -0.1895
C 0.19189 -0.98613 3.54356 -0.083 0.029 -0.042 -0.4815
C 0.28430 -0.77114 2.17886 -0.019 0.063 0.098 0.3565
N -0.48966 0.15356 1.60200 0.346 0.011 0.014 -0.3337
C 1.35450 -1.45175 1.26039 -0.288 0.730 0.130 0.2035
O 1.70319 -2.59973 1.50102 -0.040 -0.101 0.106 -0.6870
O 1.76197 -0.66473 0.33578 0.074 -0.735 0.413 -0.8695
H -2.04388 1.51559 4.19460 0.012 -0.022 0.016 0.4649
H -0.74364 -0.28665 5.34550 0.012 -0.021 -0.013 0.3882
H 0.79808 -1.75234 4.00737 -0.016 0.019 0.030 0.4555
N 2.17746 -4.31667 -1.49279 0.174 0.680 0.071 -0.5486
N 1.95735 -3.04006 -1.99843 0.011 -0.525 0.108 1.3022
N 2.93516 -2.30764 -2.45498 0.084 0.153 0.089 -0.9051
C 2.28229 -1.20130 -2.79968 -0.130 -0.278 -0.169 0.0806
N 0.96804 -1.30900 -2.58162 0.226 -0.555 -0.066 -0.2383
N 0.77510 -2.50734 -2.05173 0.233 0.229 -0.207 -0.7308
H 2.78405 -4.79359 -2.14484 -0.191 -0.214 -0.073 0.2709
H 1.27205 -4.74266 -1.35574 0.012 -0.131 -0.079 0.2822
H 2.75728 -0.33245 -3.22143 -0.039 -0.008 -0.016 0.5054
F -1.35069 0.91420 -3.03034 0.329 0.564 -0.868 -0.3661
C -0.62351 2.07426 -3.56429 0.176 0.191 0.292 -0.5528
F 0.72836 2.02533 -2.76438 -0.688 0.024 -1.256 -0.4804
C -0.14694 1.54756 -4.91095 -0.010 0.117 0.223 1.0628
F 0.34782 0.29506 -4.96909 0.178 -0.379 0.114 -0.2617
F 0.80922 2.34365 -5.40293 0.222 0.288 -0.151 -0.2863
F -1.17864 1.57241 -5.76698 -0.287 -0.010 -0.223 -0.2724
```
Positions in Å, forces in eV/Å.

- total charge = -1
- frontier orbital gap (eV) = 7.97
- energy relative to the best compared isomer or geometry (same formula, charge and spin) (eV) = 1.4328
- lowest unoccupied orbital energy (eV) = 2.476
- F_max (Eh/bohr) = 0.028

Entry 3:
C10H6CdN2O5 as an isolated structure at a distorted geometry. Source: the Open Molecules 2025 dataset; level of theory: the ωB97M-V functional and the def2-TZVPD basis.

XYZ file:
```
24
Properties=species:S:1:pos:R:3:forces:R:3:mulliken_charge:R:1
O 3.07178 4.81986 -4.62780 -1.315 -2.023 1.881 -0.1219
C 2.58092 4.06334 -3.92195 1.285 1.973 -1.829 0.1199
Cd 0.61376 0.83705 -0.64455 -0.886 -0.980 0.156 1.1838
O 0.44846 3.90664 0.90773 0.545 -5.344 -2.672 -0.0579
C 0.55457 2.86977 0.39069 -0.530 6.263 3.147 0.1462
C 1.02062 -0.33275 -2.68723 0.304 -2.849 -3.255 0.1116
O 1.10587 -1.07759 -3.54913 -0.232 2.452 2.706 -0.0317
C 2.86983 0.66589 -0.40525 6.500 -0.831 0.801 0.1685
O 4.01106 0.50532 -0.28177 -5.497 0.778 -0.618 -0.0563
C -1.17651 1.77443 -1.94935 -4.003 1.113 -2.015 0.1082
O -2.16604 2.05283 -2.45490 3.495 -0.912 1.712 -0.0387
N 0.64190 -0.21867 2.38677 0.396 0.520 -0.095 -0.2738
C -0.33251 -0.97040 1.79641 0.239 0.132 0.601 0.9644
C -1.03722 -1.96568 2.53171 -0.100 -0.040 -0.738 -0.8438
C -1.98099 -2.72111 1.83458 0.698 0.649 0.635 -0.1976
C -2.19559 -2.46258 0.48021 0.304 0.621 -0.941 -0.8043
C -1.46636 -1.46642 -0.15403 -0.571 -0.499 -0.099 0.0045
N -0.54279 -0.69920 0.48059 -0.136 -0.538 0.564 0.0178
H 0.99962 0.58495 1.86844 -0.193 -0.566 0.832 -0.0695
H 0.87159 -0.26111 3.37707 -0.259 -0.062 -0.475 0.2395
H -0.81331 -2.13457 3.60122 -0.164 0.192 -0.833 0.3213
H -2.55129 -3.49279 2.33911 0.084 0.058 -0.009 0.4452
H -2.92204 -3.02401 -0.09808 0.128 0.069 0.117 0.4042
H -1.60535 -1.25320 -1.22047 -0.092 -0.175 0.428 0.2602
```
Positions in Å, forces in eV/Å.

- total charge = +2
- frontier orbital gap (eV) = 7.15
- energy relative to the best compared isomer or geometry (same formula, charge and spin) (eV) = 0.1858
- lowest unoccupied orbital energy (eV) = -8.408
- F_max (Eh/bohr) = 0.137